Density functional theory data (ωB97M-V with the def2-TZVPD basis set) for a molecular structure, C19H43GdOP3SSe in a non-equilibrium geometry.

Structure (XYZ):
```
69
Properties=species:S:1:pos:R:3:forces:R:3
Gd 0.084 -0.360 -0.342 -0.8 0.7 -0.1
P -1.569 -0.338 1.881 -0.4 -0.1 1.0
P -1.494 1.073 -1.918 0.3 -0.2 0.5
P 0.654 2.230 0.717 0.3 1.2 0.5
H 2.454 -1.013 -1.143 0.3 0.0 0.4
C 2.507 -0.350 -0.269 0.8 -0.6 1.5
C 2.156 -0.790 0.990 1.6 0.4 -0.8
H 1.875 -1.824 1.189 0.2 0.2 -0.2
C -2.203 -2.036 2.146 -0.3 -0.3 0.3
C -3.103 0.659 1.950 -0.2 0.1 0.0
C -0.732 0.007 3.480 -0.1 -0.1 0.1
C -0.483 1.419 -3.376 -0.2 0.3 -0.7
C -2.794 -0.066 -2.462 -0.3 0.2 -0.4
C -2.335 2.581 -1.449 -0.4 0.2 -0.6
C 2.064 2.345 1.891 0.1 0.1 0.2
C -0.544 3.344 1.550 -0.2 0.3 0.0
C 1.298 3.287 -0.656 0.1 0.2 0.0
H 2.806 0.675 -0.493 0.1 -0.2 0.3
H 2.169 -0.165 1.879 0.2 0.0 -0.3
H -1.380 -2.775 2.152 -0.4 0.4 0.2
H -2.903 -2.321 1.337 0.2 0.2 0.5
H -2.726 -2.059 3.124 0.2 -0.3 -0.5
H -3.739 0.409 1.078 0.2 0.1 0.5
H -2.868 1.739 1.909 -0.2 -0.6 0.1
H -3.640 0.418 2.890 0.2 0.3 -0.6
H 0.145 -0.659 3.573 -0.4 0.2 0.1
H -1.452 -0.201 4.293 0.5 0.2 -0.2
H -0.378 1.053 3.529 -0.3 -0.5 0.1
H -1.195 1.829 -4.117 0.7 -0.1 -0.1
H -0.004 0.494 -3.755 -0.5 0.4 0.1
H 0.312 2.154 -3.145 -0.6 -0.2 -0.1
H -3.331 0.518 -3.231 -0.2 -0.8 0.2
H -3.463 -0.310 -1.614 0.2 0.2 -0.5
H -2.378 -1.006 -2.876 -0.2 0.7 0.1
H -2.927 2.811 -2.352 -0.1 0.6 0.6
H -1.610 3.378 -1.213 -0.5 -0.3 -0.2
H -2.977 2.376 -0.571 0.2 0.2 -0.6
H 2.301 3.408 2.091 -0.1 -0.6 0.0
H 2.952 1.841 1.477 -0.2 0.3 0.2
H 1.805 1.844 2.841 0.1 0.3 -0.3
H -0.084 4.343 1.690 -0.3 -0.5 0.0
H -0.830 2.935 2.536 0.2 0.2 -0.4
H -1.463 3.453 0.949 0.4 0.0 0.3
H 1.722 4.217 -0.231 -0.2 -0.4 -0.3
H 0.508 3.544 -1.382 0.3 0.0 0.4
H 2.094 2.749 -1.204 -0.2 0.3 0.2
C 4.839 0.971 -4.308 -0.8 0.3 -0.3
C 5.078 0.202 -3.151 0.5 -0.5 0.7
C 6.379 -0.160 -2.800 -1.2 0.0 0.2
C 7.463 0.232 -3.597 0.0 0.1 -0.2
C 7.235 0.994 -4.754 -0.6 0.3 -0.4
C 5.938 1.361 -5.109 0.7 0.2 -0.4
Se 3.084 1.511 -4.829 1.2 -0.9 1.0
H 2.405 0.815 -3.662 0.5 0.4 -0.8
H 4.228 -0.102 -2.541 0.3 0.0 -0.1
H 6.548 -0.753 -1.899 -0.1 0.2 -0.3
H 8.478 -0.056 -3.320 -0.3 0.1 -0.1
H 8.072 1.303 -5.381 -0.3 -0.1 0.2
H 5.754 1.954 -6.006 0.2 -0.1 0.2
C -1.616 -4.062 -1.818 0.9 0.4 -0.6
S -0.720 -2.733 -1.037 0.4 0.1 -0.8
C 0.529 -3.619 -0.085 -0.5 -0.3 0.3
O 0.105 -1.855 -2.074 -1.1 -1.7 0.6
H -0.829 -4.605 -2.364 -0.7 -0.2 -0.1
H -2.044 -4.632 -0.992 -0.1 -0.1 -0.2
H -2.370 -3.590 -2.464 0.2 -0.4 0.2
H 0.278 -4.668 -0.237 0.5 -0.1 0.2
H 1.541 -3.360 -0.410 -0.3 -0.2 -0.3
H 0.397 -3.350 0.976 0.0 -0.3 -0.4
```
Forces are in eV/Å.

## Properties
Net charge: +3
Energy above the lowest of the compared OMol25 structures with the same formula, charge and spin in kJ/mol: 474.2
E_HOMO (alpha / beta) in eV: -14.7976 / -14.5239
Multiplicity: 8
Lowest unoccupied orbital energy (alpha / beta) in eV: -8.58 / -11.67

---

Density functional theory data (ωB97M-V with the def2-TZVPD basis set) for a molecular structure, C19H43IrN2OP3Se in a non-equilibrium geometry.

Structure (XYZ):
```
70
Properties=species:S:1:pos:R:3:forces:R:3
Ir 0.207 -0.154 1.072 0.1 -0.1 -0.9
P 1.412 -1.844 0.068 2.5 -3.5 -2.0
P 1.972 1.314 0.716 3.3 3.2 -0.7
P -1.726 -1.420 0.917 -4.2 -2.3 -0.3
H -0.290 1.898 -0.850 0.2 -0.2 0.3
C -0.878 1.230 -0.219 -1.5 2.0 -0.1
C -1.072 1.588 1.179 -0.2 0.1 -1.1
H -0.615 2.499 1.553 0.2 -0.3 0.0
C 1.424 -1.986 -1.789 -0.4 0.5 0.1
C 3.246 -1.988 0.340 -0.3 0.5 0.2
C 1.053 -3.631 0.439 -0.4 0.4 0.2
C 1.677 3.125 0.963 -0.4 -0.3 0.0
C 3.592 1.228 1.618 -0.3 -0.5 0.2
C 2.600 1.399 -1.023 -0.4 -0.5 0.1
C -3.353 -0.591 1.219 0.4 0.3 0.0
C -2.031 -2.922 1.959 0.5 0.1 0.2
C -2.117 -2.123 -0.750 0.6 0.3 0.1
H -1.727 0.833 -0.779 0.1 -0.2 0.2
H -2.051 1.436 1.626 0.3 -0.2 0.0
H 2.037 -2.827 -2.136 -0.1 0.2 0.3
H 1.807 -1.058 -2.221 0.1 -0.1 0.0
H 0.399 -2.114 -2.147 0.1 -0.1 0.0
H 3.649 -2.863 -0.183 -0.3 0.2 0.1
H 3.441 -2.093 1.412 0.2 0.0 -0.1
H 3.770 -1.099 -0.018 0.0 -0.1 0.1
H 1.754 -4.284 -0.094 -0.1 0.3 0.1
H 0.038 -3.899 0.137 0.2 0.0 0.1
H 1.150 -3.805 1.514 0.0 -0.1 -0.1
H 2.586 3.681 0.709 -0.1 -0.2 0.0
H 1.417 3.321 2.007 0.1 0.0 -0.1
H 0.858 3.472 0.329 0.1 0.1 0.1
H 4.367 1.764 1.059 -0.2 -0.1 0.0
H 3.907 0.194 1.767 0.1 0.2 0.0
H 3.481 1.699 2.597 0.0 -0.1 0.0
H 3.298 2.234 -1.152 -0.2 -0.1 0.2
H 1.750 1.524 -1.699 0.1 0.1 -0.1
H 3.113 0.471 -1.287 0.0 0.2 0.0
H -4.164 -1.308 1.053 0.2 0.1 0.0
H -3.481 0.255 0.539 -0.1 -0.1 0.1
H -3.405 -0.222 2.246 0.0 -0.1 -0.1
H -2.956 -3.422 1.651 0.1 0.2 -0.1
H -2.128 -2.624 3.006 0.0 0.0 -0.1
H -1.201 -3.625 1.880 -0.1 0.0 0.1
H -3.112 -2.582 -0.765 0.2 0.2 0.1
H -1.378 -2.877 -1.031 -0.2 0.0 0.0
H -2.075 -1.315 -1.486 -0.1 -0.1 0.0
C -1.367 1.282 -5.131 1.0 -1.3 0.3
C -1.678 2.178 -4.103 -0.6 1.1 0.6
C -2.514 3.264 -4.359 0.7 -0.7 0.9
C -3.045 3.466 -5.633 0.0 -0.1 -0.2
C -2.732 2.570 -6.656 0.4 -0.8 -0.4
C -1.897 1.481 -6.411 -0.7 0.5 -1.1
Se -0.224 -0.238 -4.860 -1.1 1.4 -0.4
H 0.015 0.046 -3.435 -0.1 0.1 -0.1
H -1.271 2.032 -3.106 -0.1 0.1 -0.1
H -2.749 3.955 -3.554 0.0 -0.1 -0.1
H -3.695 4.313 -5.827 0.1 -0.1 0.0
H -3.139 2.715 -7.653 0.1 0.0 0.2
H -1.661 0.789 -7.215 -0.1 0.1 0.1
C -0.298 0.726 5.685 -0.6 0.8 0.6
N 0.532 -0.380 5.246 0.7 -1.0 -1.3
C 0.730 -0.697 3.935 1.2 -1.5 3.9
N 1.507 -1.752 3.627 0.5 -0.7 0.8
O 0.194 -0.019 3.062 -1.7 2.3 0.5
H -0.750 1.284 4.837 0.5 -0.6 0.5
H 0.316 1.432 6.282 -0.4 -0.4 -0.3
H -1.120 0.336 6.322 0.5 0.3 -0.4
H 0.983 -0.950 5.977 -0.4 0.5 -0.7
H 1.665 -2.007 2.661 -0.1 0.1 0.5
H 1.953 -2.318 4.363 -0.4 0.5 -0.8
```
Forces are in eV/Å.

## Properties
Net charge: +3
Energy above the lowest of the compared OMol25 structures with the same formula, charge and spin in kJ/mol: 0.0
E_HOMO (alpha / beta) in eV: -13.2873 / -17.4190
Multiplicity: 5
Lowest unoccupied orbital energy (alpha / beta) in eV: -7.48 / -11.72

---

Density functional theory data (ωB97M-V with the def2-TZVPD basis set) for a molecular structure, C19H43N2O2P2Pm in a non-equilibrium geometry.

Structure (XYZ):
```
69
Properties=species:S:1:pos:R:3:forces:R:3
Pm -0.739 0.139 -0.044 0.7 0.7 -1.2
P 0.175 -2.003 -1.534 -0.5 -0.4 0.3
P 0.418 2.627 0.340 -0.7 -0.6 0.0
N 0.483 0.941 -2.355 -0.2 0.1 -0.5
C 1.058 -1.422 -3.037 0.1 0.2 -0.2
H 1.937 -2.064 -3.189 -0.2 0.1 -0.2
H 0.374 -1.561 -3.888 0.3 0.0 0.2
C 1.525 0.052 -2.971 -0.1 0.5 0.2
H 2.452 0.155 -2.383 -0.3 -0.1 -0.1
H 1.764 0.427 -3.985 -0.1 -0.3 0.4
C 0.787 2.417 -2.484 0.0 -0.3 0.4
H -0.152 2.933 -2.759 0.5 -0.2 0.2
H 1.519 2.576 -3.295 -0.4 0.0 0.2
C 1.381 3.027 -1.187 0.1 0.3 0.3
H 1.416 4.125 -1.272 0.3 -0.3 -0.2
H 2.401 2.637 -1.025 -0.2 0.3 -0.1
C 1.175 3.157 1.934 0.7 0.3 -0.1
C 1.956 2.000 2.571 0.2 -0.2 0.2
H 2.866 1.731 2.036 0.0 0.1 -0.1
H 1.345 1.091 2.645 -0.1 0.2 -0.1
H 2.244 2.245 3.602 0.0 0.1 -0.3
C -1.218 3.477 0.136 0.3 0.0 0.0
C -2.305 2.983 1.122 -0.4 0.0 0.0
H -3.266 2.911 0.593 0.3 0.0 0.2
H -2.452 3.693 1.949 0.2 -0.3 -0.2
H -2.123 1.991 1.586 0.0 0.3 -0.2
C -1.483 -2.674 -2.062 0.3 0.5 -0.1
C -2.221 -3.439 -0.956 -0.3 -0.1 0.0
H -3.286 -3.483 -1.227 0.3 0.0 0.1
H -2.168 -2.950 0.029 0.0 -0.1 -0.2
H -1.873 -4.478 -0.848 0.0 0.4 0.0
C 1.132 -3.354 -0.748 0.1 0.0 -0.2
C 0.624 -3.697 0.659 0.1 -0.2 0.3
H 1.391 -4.271 1.198 -0.2 0.0 -0.2
H -0.289 -4.301 0.647 0.3 0.1 -0.1
H 0.414 -2.821 1.279 0.0 0.1 -0.2
C 1.949 -0.357 0.296 3.3 -0.2 0.6
O 3.064 -0.531 0.510 -3.0 0.3 -0.6
C -1.029 5.003 0.146 -0.3 0.5 -0.5
H -0.006 5.308 0.409 -0.4 0.0 0.0
H -1.241 5.399 -0.860 0.1 0.0 0.4
H -1.737 5.489 0.837 0.3 -0.1 -0.2
C -1.397 -3.430 -3.386 -0.3 -0.2 -0.6
H -2.037 -4.323 -3.351 0.2 0.2 -0.1
H -1.770 -2.778 -4.188 0.1 -0.4 0.1
H -0.376 -3.736 -3.650 -0.4 0.0 0.0
C 1.178 -4.580 -1.644 0.4 -0.6 0.2
H 1.818 -5.332 -1.160 -0.2 0.0 -0.2
H 0.188 -5.029 -1.796 0.3 0.2 0.1
H 1.622 -4.354 -2.620 -0.1 -0.1 0.1
C 0.160 3.671 2.954 -0.2 0.3 0.1
H -0.600 2.923 3.213 0.2 0.1 -0.1
H 0.685 3.935 3.880 -0.1 -0.1 -0.2
H -0.350 4.568 2.607 0.0 -0.1 0.1
H 1.875 3.960 1.652 -0.1 -0.1 0.4
H 2.153 -2.947 -0.638 -0.2 -0.1 -0.2
H -1.542 3.169 -0.872 0.1 0.0 0.2
H -2.064 -1.753 -2.256 0.2 -0.2 0.2
H -0.378 0.810 -2.906 0.3 -0.1 0.3
H -2.109 0.652 -1.235 -1.4 0.3 -1.0
C -1.599 -1.127 4.116 -0.6 -0.3 1.1
C -0.504 -0.994 3.147 1.1 0.1 -1.2
N 0.744 -1.369 3.453 -0.5 0.1 -0.1
O -0.713 -0.522 1.977 0.0 -1.0 3.0
H -1.228 -1.562 5.056 -0.2 0.1 -0.3
H -2.403 -1.794 3.739 0.5 0.5 0.0
H -2.045 -0.142 4.364 0.3 -0.5 -0.4
H 1.503 -1.283 2.750 -0.9 -0.1 1.0
H 0.929 -1.768 4.376 0.1 0.2 -0.6
```
Forces are in eV/Å.

## Properties
Net charge: +2
E_HOMO (alpha / beta) in eV: -14.3012 / -14.2249
Multiplicity: 5
Lowest unoccupied orbital energy (alpha / beta) in eV: -5.88 / -5.80